No. 1
{
  "formula": "C21H25F2N3O",
  "method": "ωB97M-V with the def2-TZVPD basis set",
  "homo_ev": -8.28,
  "e_lumo_ha": 0.010,
  "relative_energy_ev": 20.653,
  "charge": 0,
  "species": ["O", "C", "N", "H", "C", "C", "C", "C", "C", "C", "C", "H", "H", "F", "F", "H", "H", "H", "C", "H", "H", "C", "H", "H", "C", "C", "N", "C", "C", "C", "H", "H", "H", "H", "H", "H", "C", "C", "C", "C", "N", "C", "C", "H", "H", "H", "H", "H", "H", "H", "H", "H"],
  "coordinates": [[-0.320973, -1.810599, -3.041137], [-0.994110, -1.675610, -2.006630], [-1.706718, -0.569367, -1.492545], [-2.008321, -0.621217, -0.662647], [-1.784189, 0.527804, -2.548166], [-0.506107, 1.383091, -1.974067], [-0.648558, 2.395008, -1.114629], [0.068056, 3.272603, -0.598769], [1.395044, 3.011375, -1.017560], [1.763308, 2.062816, -1.938260], [0.707164, 1.154601, -2.128639], [0.810626, 0.289442, -2.929157], [2.706425, 1.884464, -2.416752], [2.513661, 3.870667, -0.496193], [-0.194022, 4.297657, 0.205275], [-1.708127, 2.610239, -0.674673], [-2.565208, 1.014461, -2.380483], [-1.423480, 0.182839, -3.422766], [-1.215025, -2.919691, -0.974544], [-1.083635, -2.705553, 0.031486], [-2.158676, -3.555302, -1.356913], [0.154389, -4.132690, -1.119940], [0.363624, -3.951849, -2.166344], [-0.182378, -5.092627, -0.993826], [0.982954, -3.800709, -0.234673], [1.544713, -2.233683, -0.059146], [0.713256, -1.713934, 0.733844], [0.724303, -2.394474, 2.333186], [0.454149, -3.952445, 2.001549], [1.286045, -4.530827, 0.950902], [2.153939, -4.624810, 1.466661], [0.737371, -5.616818, 0.747962], [0.428017, -4.361261, 3.015662], [-0.703793, -3.921658, 1.577115], [1.850319, -2.446295, 2.487200], [0.160117, -1.878832, 3.126477], [0.767859, -0.284151, 1.040138], [0.064317, 0.445839, 1.790354], [0.024503, 1.712586, 2.247696], [-0.987058, 2.321828, 2.864381], [-2.111105, 2.033054, 2.746623], [-2.259767, 0.583342, 2.469707], [-1.440231, -0.167730, 1.770689], [-1.632872, -1.124754, 1.347451], [-3.576705, 0.244646, 2.479002], [-0.930222, 3.601038, 3.028136], [1.063970, 2.259383, 2.072398], [1.146190, 0.252974, -0.064499], [1.747997, -0.095157, 1.704850], [2.650795, -2.363381, 0.320985], [1.395681, -1.730192, -0.973159], [2.049568, -4.164173, -0.882655]],
  "forces_ev_per_a": [[-1.80, 1.22, 1.80], [-0.42, -2.30, 2.54], [4.35, -1.71, -12.45], [-3.23, 0.03, 7.59], [9.25, -1.93, 6.51], [-7.93, 0.22, 0.05], [-12.17, -0.29, 1.66], [8.15, 3.44, 1.37], [4.72, 3.19, 0.87], [-1.38, -0.37, 2.06], [7.74, -4.90, -7.61], [0.90, 1.45, 1.66], [0.40, 0.29, 0.43], [-2.82, -1.68, -1.26], [-0.58, -0.52, 0.01], [0.94, -0.58, -1.04], [-6.82, 4.24, 0.37], [0.08, -1.41, -3.12], [0.20, -3.48, -4.77], [-0.92, 0.86, 1.57], [1.84, 1.81, 1.24], [-11.35, 2.18, -8.48], [0.38, -0.06, -0.08], [-1.45, -2.40, 0.08], [17.19, 4.63, 2.66], [4.36, -6.33, -3.12], [-7.64, 4.95, 11.43], [2.68, -2.30, -4.70], [-5.99, 3.51, 2.18], [-5.54, -3.99, 1.41], [3.73, -0.40, -0.09], [1.97, 2.08, 0.78], [0.08, -0.81, -0.35], [2.52, -0.42, 1.43], [-1.08, 0.89, 0.43], [0.06, -0.27, -0.85], [13.35, -3.64, -8.28], [-13.99, 3.44, 3.97], [8.82, -1.20, -1.44], [6.39, 10.19, 0.50], [-11.04, -7.47, 0.89], [-7.33, 2.13, -0.85], [3.87, 1.66, 1.68], [-0.11, -0.58, 0.10], [4.30, 1.03, 0.20], [0.79, -3.46, 0.01], [-2.21, -0.74, 0.76], [-1.16, -1.15, 2.99], [-0.06, -0.76, -1.62], [-1.26, 0.55, -0.86], [0.90, 0.44, -1.70], [-1.73, 0.71, 1.41]],
  "lowdin_charge": [0.026, -0.409, 0.132, 0.006, 0.068, -0.213, -0.056, -0.289, -0.068, 0.040, -0.139, 0.165, 0.127, -0.053, 0.132, 0.192, 0.042, 0.081, 0.013, -0.001, 0.143, -0.163, 0.114, 0.093, -0.437, -0.222, -0.164, 0.006, -0.208, -0.221, 0.088, 0.187, 0.104, 0.158, 0.118, 0.110, -0.239, -0.263, -0.078, -0.334, 0.072, -0.112, -0.022, 0.076, 0.179, 0.183, 0.171, 0.203, 0.185, 0.159, 0.110, 0.207]
}

***

No. 2
{
  "formula": "C21H25FN2O2",
  "method": "ωB97M-V with the def2-TZVPD basis set",
  "smiles": "COc1ccc(N[C@H]2CCCN(C(=O)CCc3cccc(F)c3)C2)cc1",
  "homo_ev": -7.31,
  "e_lumo_ha": 0.023,
  "relative_energy_ev": 0.713,
  "charge": 0,
  "species": ["C", "O", "C", "C", "C", "C", "N", "C", "C", "C", "C", "N", "C", "O", "C", "C", "C", "C", "C", "C", "C", "F", "C", "C", "C", "C", "H", "H", "H", "H", "H", "H", "H", "H", "H", "H", "H", "H", "H", "H", "H", "H", "H", "H", "H", "H", "H", "H", "H", "H", "H"],
  "coordinates": [[-4.928425, -2.344537, 0.210216], [-3.773728, -2.939413, 0.742942], [-2.556609, -2.538330, 0.255864], [-2.365706, -1.561843, -0.712088], [-1.087138, -1.233378, -1.120208], [0.034622, -1.875929, -0.600823], [1.281199, -1.570524, -1.129577], [2.518995, -1.814628, -0.422639], [3.704949, -1.504240, -1.355042], [4.379859, -0.181545, -0.985546], [3.350230, 0.881532, -0.617126], [2.552243, 0.441080, 0.509521], [1.668807, 1.225564, 1.174186], [1.050990, 0.814010, 2.137108], [1.523069, 2.647748, 0.655291], [0.305274, 3.337161, 1.281868], [-0.975182, 2.785437, 0.720468], [-1.713059, 1.834877, 1.413928], [-2.888821, 1.329547, 0.888328], [-3.351634, 1.761388, -0.342594], [-2.600713, 2.695311, -1.030273], [-3.030542, 3.122250, -2.242185], [-1.425854, 3.213269, -0.522415], [2.624421, -0.965055, 0.854462], [-0.167713, -2.857056, 0.370879], [-1.440744, -3.176188, 0.791984], [-5.016029, -2.524907, -0.866835], [-5.767144, -2.815130, 0.721692], [-4.952346, -1.265541, 0.397899], [-3.198736, -1.042975, -1.157647], [-0.958593, -0.461964, -1.867441], [1.275550, -0.696232, -1.636366], [2.536755, -2.872465, -0.143426], [3.335336, -1.462099, -2.380941], [4.441420, -2.306161, -1.306502], [5.054611, -0.327919, -0.141160], [4.976736, 0.178515, -1.824468], [2.712564, 1.083882, -1.490745], [3.865066, 1.813750, -0.359689], [2.431496, 3.200564, 0.910054], [1.423049, 2.638846, -0.431457], [0.332322, 3.175139, 2.359457], [0.362617, 4.409158, 1.081284], [-1.351196, 1.480344, 2.365523], [-3.449115, 0.594556, 1.445769], [-4.272121, 1.394875, -0.769771], [-0.880752, 3.951705, -1.091815], [1.782528, -1.168057, 1.520273], [3.553226, -1.191560, 1.388625], [0.668861, -3.381954, 0.804241], [-1.594872, -3.930883, 1.546938]],
  "forces_ev_per_a": [[-0.13, 0.04, -0.07], [0.24, -0.10, 0.11], [0.13, -0.09, 0.02], [-0.24, -0.15, 0.11], [0.19, -0.08, 0.09], [-0.42, -0.01, 0.02], [0.26, 0.17, -0.39], [0.04, -0.01, 0.20], [0.05, 0.05, 0.10], [-0.17, 0.01, -0.05], [0.24, 0.33, -0.23], [0.14, -0.39, -0.01], [0.17, 0.21, -0.18], [-0.22, 0.10, 0.31], [-0.25, 0.08, 0.31], [0.19, -0.14, -0.08], [-0.13, 0.02, 0.05], [-0.04, -0.03, 0.11], [0.01, 0.12, 0.00], [-0.02, 0.15, -0.20], [0.00, -0.07, 0.04], [0.03, -0.03, 0.12], [-0.13, -0.03, -0.12], [-0.22, -0.39, 0.12], [0.13, 0.11, -0.06], [-0.35, 0.08, -0.04], [0.00, 0.03, 0.03], [0.02, 0.07, -0.07], [0.00, -0.01, -0.03], [-0.10, 0.04, -0.01], [0.02, 0.08, -0.09], [0.03, -0.07, 0.01], [0.06, 0.10, 0.01], [0.02, -0.05, -0.02], [-0.01, -0.03, -0.06], [0.06, 0.04, 0.00], [0.04, 0.03, 0.06], [0.07, 0.05, 0.01], [-0.09, -0.06, -0.13], [0.06, -0.02, -0.10], [0.11, 0.04, -0.03], [0.00, 0.10, -0.03], [0.00, -0.02, 0.04], [0.05, -0.02, 0.08], [-0.06, -0.09, 0.04], [-0.09, -0.04, -0.07], [0.04, 0.10, -0.08], [0.20, -0.02, -0.06], [-0.05, -0.05, 0.03], [0.10, -0.05, 0.06], [-0.02, -0.10, 0.09]],
  "lowdin_charge": [-0.096, -0.094, -0.283, -0.037, -0.020, -0.265, 0.048, -0.299, -0.134, -0.169, -0.164, -0.044, -0.437, 0.062, -0.090, -0.139, -0.223, -0.032, -0.073, -0.032, -0.272, 0.047, 0.028, -0.092, -0.022, -0.001, 0.096, 0.093, 0.080, 0.095, 0.114, 0.117, 0.137, 0.114, 0.112, 0.114, 0.115, 0.122, 0.123, 0.125, 0.112, 0.118, 0.119, 0.111, 0.105, 0.114, 0.126, 0.117, 0.133, 0.104, 0.118]
}

***

- What is the charge in the first record?
  0